C2H3NO3 as an isolated structure, computed with the ωB97M-V functional and the def2-TZVPD basis.

Each line ends with the natural charge from an NBO analysis.
Geometry (Å):
C -0.44463 -2.06314 -0.08442  0.865
C 0.55954 -0.46781 0.54505  0.065
N -0.30422 -0.62289 -0.60870  -0.237
O -0.92036 -3.07113 -0.49044  -0.512
O 0.47714 -1.82215 0.92533  -0.482
O -1.40758 0.25184 -0.87361  -0.544
H 1.54998 -0.14226 0.17268  0.188
H 0.08367 0.31166 1.38123  0.172
H -1.05180 1.00901 -1.48394  0.483

Output
molecular weight	89.0	g/mol
gap between HOMO and LUMO	10.525	eV
energy above the lowest of the compared OMol25 structures with the same formula, charge and spin	389.43	kJ/mol
E	-9752.0532	eV
spin multiplicity	1
HOMO level	-10.067	eV

---

One molecule with the formula C2H3NO3S, computed with the ωB97M-V functional and the def2-TZVPD basis.

Each line ends with the natural charge from an NBO analysis.
Geometry (Å):
C 0.75727 0.57269 -1.07220  -0.069
C 0.31346 -0.65040 -0.32385  -0.622
N 0.34205 1.69721 -0.72554  0.086
O -2.11745 -0.72498 1.01601  -0.864
O -0.03599 -0.65651 2.41088  -0.861
O -0.48905 1.97257 0.12265  -0.288
S -0.77885 -0.29488 1.22634  1.884
H 1.32912 0.30004 -1.93865  0.217
H -0.44931 -1.03304 -0.87751  0.250
H 1.12876 -1.18271 0.16187  0.267

Output
molecular weight	121.1	g/mol
gap between HOMO and LUMO (alpha / beta)	7.706 / 8.835	eV
energy above the lowest of the compared OMol25 structures with the same formula, charge and spin	478.47	kJ/mol
E	-20585.2474	eV
spin multiplicity	1
HOMO level (alpha / beta)	-9.071 / -10.292	eV

---

C2H3NO3S as an isolated structure, computed with the ωB97M-V functional and the def2-TZVPD basis.

Each line ends with the natural charge from an NBO analysis.
Geometry (Å):
C -0.27498 -0.74175 -0.16214  -0.027
C 0.42680 -0.48476 1.12228  0.715
H -0.34780 2.35148 -1.54716  0.463
H -1.40374 -0.16627 -1.66905  0.370
H 1.98465 0.11718 1.93488  0.505
N -0.48929 0.27132 -1.16143  -0.296
O -0.99987 1.50492 -0.87020  -0.539
O 1.60461 0.16291 0.94308  -0.656
O -0.14616 -0.71115 2.14468  -0.534
S -0.35421 -2.30388 -0.73494  -0.002

Output
molecular weight	121.1	g/mol
gap between HOMO and LUMO	8.620	eV
energy above the lowest of the compared OMol25 structures with the same formula, charge and spin	380.10	kJ/mol
E	-20586.2669	eV
spin multiplicity	1
HOMO level	-9.223	eV

---

One molecule with the formula C2H3NO3S, computed with the ωB97M-V functional and the def2-TZVPD basis.

Each line ends with the natural charge from an NBO analysis.
Geometry (Å):
C -1.55981 -0.61113 -0.11427  0.024
N -1.06971 0.27966 0.63592  -0.447
C 0.07446 0.93679 0.35670  -0.035
O 0.69137 0.81067 -1.02179  -0.688
S 1.42622 -0.12376 0.02987  2.306
O 2.76719 0.25870 0.31687  -0.867
O 1.08428 -1.50113 -0.11101  -0.886
H -2.40634 -1.15604 0.27024  0.185
H -1.21795 -0.82040 -1.12520  0.180
H 0.21028 1.92664 0.76268  0.230

Output
molecular weight	121.1	g/mol
gap between HOMO and LUMO	10.861	eV
energy above the lowest of the compared OMol25 structures with the same formula, charge and spin	270.57	kJ/mol
E	-20587.4021	eV
spin multiplicity	1
HOMO level	-10.936	eV
SMILES string	C=N[C@@H]1OS1(=O)=O

---

C2H3NO3S3 as an isolated structure, computed with the ωB97M-V functional and the def2-TZVPD basis.

Each line ends with the natural charge from an NBO analysis.
Geometry (Å):
C -1.99547 -0.94669 -0.62536  -0.008
C 1.34416 0.20556 1.15616  -0.824
N -0.89036 0.85840 -0.10630  -0.537
O 1.13855 1.95832 -0.97360  -0.879
O 0.87705 -0.58026 -1.32479  -0.904
O -1.36733 -0.70672 0.47020  -0.367
S -2.44642 -2.46939 -0.78446  0.064
S -1.89826 0.58992 -1.48745  0.500
S 0.76153 0.62900 -0.49829  2.189
H 2.39202 0.38507 1.25281  0.258
H 0.96741 0.90630 1.73159  0.240
H 1.11713 -0.82951 1.18948  0.269

Output
molecular weight	185.3	g/mol
gap between HOMO and LUMO (alpha / beta)	7.825 / 7.825	eV
energy above the lowest of the compared OMol25 structures with the same formula, charge and spin	173.58	kJ/mol
E	-42255.8806	eV
spin multiplicity	1
HOMO level (alpha / beta)	-9.577 / -9.577	eV

---

A 2-piece molecular cluster, C2H3NO4 overall, computed with the ωB97M-V functional and the def2-TZVPD basis.

Each line ends with the natural charge from an NBO analysis.
Geometry (Å):
C -0.87498 0.19826 -0.09677  -0.347
C -0.14716 -0.80075 0.36805  0.716
N -0.41006 1.42404 -0.64650  0.533
O 0.77909 1.66030 -0.67068  -0.399
O -1.26712 2.17247 -1.06030  -0.363
O -0.36450 -1.94804 0.88195  -0.630
O 1.83083 -0.65318 0.28356  -0.802
H -1.95594 0.11765 -0.08865  0.261
H 0.46622 -2.41292 1.08165  0.547
H 1.94362 0.24215 -0.05231  0.485

Output
molecular weight	105.0	g/mol
gap between HOMO and LUMO	10.335	eV
energy above the lowest of the compared OMol25 structures with the same formula, charge and spin	654.60	kJ/mol
E	-11796.5235	eV
spin multiplicity	1
HOMO level	-10.807	eV

---

A 2-piece molecular cluster, C2H3NOS overall, computed with the ωB97M-V functional and the def2-TZVPD basis.

Each line ends with the natural charge from an NBO analysis.
Geometry (Å):
N -0.29508 2.25683 0.53211  -0.698
C -0.77356 1.58324 1.37251  0.251
S -1.49875 0.94940 2.59441  0.004
H -0.30161 2.47973 -0.48178  0.440
C 0.84419 -0.25933 -0.65948  0.265
O 0.31392 -0.42151 0.39515  -0.495
H 2.01147 -0.14417 -0.63128  0.116
H 0.26127 -0.27316 -1.62992  0.118

Output
molecular weight	89.1	g/mol
gap between HOMO and LUMO	9.536	eV
energy above the lowest of the compared OMol25 structures with the same formula, charge and spin	156.08	kJ/mol
E	-16493.5807	eV
spin multiplicity	1
HOMO level	-9.204	eV
SMILES string	N=C=S.C=O

---

One molecule with the formula C2H3NOS, computed with the ωB97M-V functional and the def2-TZVPD basis.

Each line ends with the natural charge from an NBO analysis.
Geometry (Å):
C 1.44676 0.89382 1.04678  0.119
C 0.18764 1.50793 0.70536  0.056
N 2.36183 0.34626 1.34969  -0.292
O 0.07116 1.56862 -0.63888  -0.666
S -1.30444 -0.10119 0.80451  -0.056
H -0.96574 -1.36902 0.73629  0.139
H 0.69856 1.04173 -1.10451  0.465
H -1.18877 0.43358 2.12869  0.236

Output
molecular weight	89.1	g/mol
gap between HOMO and LUMO	8.689	eV
energy above the lowest of the compared OMol25 structures with the same formula, charge and spin	434.54	kJ/mol
E	-16490.6947	eV
spin multiplicity	1
HOMO level	-9.030	eV

---

A 2-piece molecular cluster, C2H3NOS overall, computed with the ωB97M-V functional and the def2-TZVPD basis.

Each line ends with the natural charge from an NBO analysis.
Geometry (Å):
O 2.52991 -1.29344 0.14560  -0.455
C 2.31944 -0.17843 -0.06853  0.427
S 2.13285 1.33189 -0.32123  0.029
C -1.28135 0.24047 0.30688  -0.035
N -1.57334 0.10396 -0.90017  -0.586
H -1.17729 -0.55056 1.08105  0.135
H -0.94798 1.14932 0.76863  0.151
H -2.00225 -0.80322 -1.01223  0.334

Output
molecular weight	89.1	g/mol
gap between HOMO and LUMO	10.875	eV
energy above the lowest of the compared OMol25 structures with the same formula, charge and spin	45.79	kJ/mol
E	-16494.7237	eV
spin multiplicity	1
HOMO level	-10.213	eV
SMILES string	O=C=S.C=N

---

One molecule with the formula C2H3NOS, computed with the ωB97M-V functional and the def2-TZVPD basis.

Each line ends with the natural charge from an NBO analysis.
Geometry (Å):
C 1.86402 -0.09138 0.10141  -0.063
N 0.67922 0.27833 -0.17485  -0.546
S -0.54347 -0.92688 -0.10391  0.291
C -2.04043 0.21564 -0.04017  0.323
O -3.13926 -0.18449 0.04146  -0.492
H 2.15755 -1.11621 0.31606  0.157
H 2.63448 0.60075 -0.09112  0.180
H -1.61210 1.22424 -0.04889  0.151

Output
molecular weight	89.1	g/mol
gap between HOMO and LUMO	10.173	eV
energy above the lowest of the compared OMol25 structures with the same formula, charge and spin	123.96	kJ/mol
E	-16493.9136	eV
spin multiplicity	1
HOMO level	-9.464	eV
SMILES string	C=NSC=O

---

C2H3NOS as an isolated structure, computed with the ωB97M-V functional and the def2-TZVPD basis.

Each line ends with the natural charge from an NBO analysis.
Geometry (Å):
C 0.11836 -0.12585 -1.91315  -0.064
C -0.04550 0.03195 2.01546  0.128
H -0.57600 0.53052 -2.59119  0.166
H 0.62541 -0.82698 -2.52867  0.173
H 1.23602 -0.38041 2.40369  0.222
N 0.24409 -0.31140 -0.65274  -0.587
O -1.11406 0.38333 2.84697  -0.558
S -0.48830 0.69884 0.41962  0.520

Output
molecular weight	89.1	g/mol
gap between HOMO and LUMO	8.969	eV
energy above the lowest of the compared OMol25 structures with the same formula, charge and spin	378.11	kJ/mol
E	-16491.2795	eV
spin multiplicity	1
HOMO level	-9.414	eV

---

C2H3NOS as an isolated structure, computed with the ωB97M-V functional and the def2-TZVPD basis.

Each line ends with the natural charge from an NBO analysis.
Geometry (Å):
C -0.98929 1.22236 0.03724  -0.757
C 0.92901 0.49422 0.02847  0.800
N 0.70369 -0.75814 -0.15774  -0.819
O 1.84545 1.26816 -0.06147  -0.484
S -2.15523 0.19323 -0.01402  0.179
H -1.13685 2.33718 -0.24292  0.260
H -0.22654 -1.05310 -0.37281  0.409
H 1.26661 -1.42001 -0.64588  0.412

Output
molecular weight	89.1	g/mol
gap between HOMO and LUMO (alpha / beta)	7.191 / 8.028	eV
energy above the lowest of the compared OMol25 structures with the same formula, charge and spin	182.14	kJ/mol
E	-16491.1942	eV
spin multiplicity	3
HOMO level (alpha / beta)	-6.625 / -10.415	eV
⟨S²⟩	2.014